(1)
C50H39CrF6N7O4PS2 | wB97M-V/def2-TZVPD

Properties
Frontier orbital gap (spin up / spin down) (Ha): 0.3023 / 0.2935
Charge: +1
HOMO level (spin up / spin down) (eV): -10.4680 / -10.4606
<S²>: 6.0108
DFT total energy (a.u.): -5394.36650
Multiplicity: 5

Last column: Löwdin spin population.
Positions of all 110 atoms, in Å:
1 Cr -0.587 0.072 0.454  3.7609
2 C 4.507 -0.253 0.218  0.0006
3 N 3.267 -0.461 0.955  0.0060
4 C 2.061 -0.731 0.421  0.0139
5 N 1.136 -0.738 1.377  0.0113
6 C 1.759 -0.461 2.563  0.0082
7 C 3.103 -0.281 2.313  0.0014
8 C 4.246 -0.012 3.209  0.0001
9 C 4.621 1.298 3.493  0.0001
10 C 5.695 1.539 4.339  0.0000
11 C 6.393 0.479 4.899  0.0000
12 C 6.023 -0.828 4.614  0.0000
13 C 4.951 -1.074 3.769  0.0000
14 C 0.988 -0.481 3.814  0.0018
15 C -0.256 -1.113 3.830  0.0054
16 C -1.033 -1.113 4.976  0.0008
17 C -0.568 -0.496 6.129  0.0007
18 C 0.676 0.115 6.126  0.0008
19 C 1.451 0.127 4.977  0.0004
20 P 1.781 -1.084 -1.355  0.0122
21 C 0.803 0.347 -1.963  0.0157
22 N -0.404 0.743 -1.560  0.0120
23 C -0.826 1.711 -2.431  0.0070
24 C 0.169 1.935 -3.357  0.0007
25 N 1.185 1.061 -3.044  0.0056
26 C 2.489 0.997 -3.695  0.0005
27 C 0.227 2.875 -4.490  0.0001
28 C 0.386 2.407 -5.793  0.0000
29 C 0.410 3.297 -6.855  0.0000
30 C 0.269 4.658 -6.622  0.0000
31 C 0.103 5.128 -5.326  0.0000
32 C 0.083 4.241 -4.261  0.0000
33 C -2.177 2.292 -2.371  0.0013
34 C -2.785 2.545 -1.145  0.0030
35 C -4.073 3.056 -1.091  0.0006
36 C -4.766 3.322 -2.262  0.0002
37 C -4.165 3.074 -3.488  0.0005
38 C -2.879 2.560 -3.545  0.0002
39 C 0.352 -2.185 -1.097  0.0134
40 N -0.707 -1.784 -0.415  -0.0026
41 C -1.580 -2.829 -0.323  0.0059
42 C -1.027 -3.906 -0.975  -0.0015
43 N 0.193 -3.477 -1.458  0.0090
44 C 1.122 -4.274 -2.247  0.0008
45 C -1.567 -5.255 -1.201  -0.0004
46 C -2.813 -5.400 -1.806  -0.0002
47 C -3.351 -6.663 -1.998  0.0000
48 C -2.647 -7.787 -1.591  -0.0002
49 C -1.406 -7.649 -0.985  0.0000
50 C -0.868 -6.387 -0.786  -0.0002
51 C -2.831 -2.648 0.424  0.0051
52 C -3.484 -1.415 0.351  0.0109
53 C -4.615 -1.177 1.117  0.0029
54 C -5.109 -2.173 1.948  0.0003
55 C -4.474 -3.405 2.008  0.0027
56 C -3.336 -3.645 1.253  0.0001
57 H 4.423 0.645 -0.393  0.0002
58 H 4.723 -1.118 -0.406  0.0002
59 H 5.311 -0.115 0.934  0.0000
60 H 4.078 2.125 3.051  0.0000
61 H 5.983 2.558 4.560  0.0000
62 H 7.228 0.671 5.560  0.0000
63 H 6.565 -1.655 5.054  0.0000
64 H 4.648 -2.092 3.554  0.0000
65 H -0.620 -1.631 2.948  0.0032
66 H -1.998 -1.603 4.968  0.0000
67 H -1.173 -0.493 7.026  0.0000
68 H 1.042 0.603 7.019  0.0000
69 H 2.405 0.636 4.988  0.0000
70 H 2.546 1.800 -4.422  0.0000
71 H 2.620 0.043 -4.202  0.0002
72 H 3.275 1.133 -2.955  0.0001
73 H 0.473 1.342 -5.976  0.0000
74 H 0.530 2.930 -7.866  0.0000
75 H 0.285 5.353 -7.451  0.0000
76 H -0.010 6.188 -5.144  0.0000
77 H -0.052 4.601 -3.250  0.0000
78 H -2.242 2.381 -0.227  0.0022
79 H -4.527 3.261 -0.129  0.0000
80 H -5.770 3.725 -2.222  0.0000
81 H -4.701 3.275 -4.407  0.0000
82 H -2.427 2.355 -4.507  0.0000
83 H 0.559 -4.891 -2.943  0.0002
84 H 1.722 -4.915 -1.604  0.0003
85 H 1.775 -3.605 -2.802  0.0002
86 H -3.358 -4.519 -2.123  0.0000
87 H -4.319 -6.769 -2.468  0.0000
88 H -3.067 -8.773 -1.743  0.0000
89 H -0.861 -8.525 -0.659  0.0000
90 H 0.088 -6.281 -0.287  0.0000
91 H -3.138 -0.654 -0.344  0.0051
92 H -5.116 -0.220 1.051  0.0001
93 H -5.993 -1.990 2.546  0.0000
94 H -4.862 -4.182 2.654  0.0002
95 H -2.831 -4.600 1.315  -0.0001
96 F -3.073 3.409 2.728  0.0001
97 C -1.886 3.973 2.515  -0.0001
98 F -1.659 4.889 3.439  0.0000
99 F -1.893 4.545 1.316  0.0001
100 S -0.586 2.668 2.608  0.0067
101 O -1.057 1.702 1.596  0.0408
102 O -0.592 2.220 3.955  0.0017
103 N 0.701 3.440 2.211  0.0024
104 S 1.683 3.185 1.012  0.0015
105 O 1.439 1.945 0.311  0.0148
106 O 3.023 3.500 1.382  0.0014
107 C 1.224 4.476 -0.215  0.0002
108 F -0.013 4.268 -0.673  0.0000
109 F 1.292 5.682 0.325  0.0001
110 F 2.067 4.407 -1.248  0.0000

(2)
C50H39N11OSiTi | wB97M-V/def2-TZVPD

Properties
Frontier orbital gap (Ha): 0.1790
Charge: 0
HOMO level (eV): -5.9349
Energy relative to the best compared isomer or geometry (same formula, charge and spin) (kcal/mol): 17.5
DFT total energy (a.u.): -3745.45751

Last column: Mulliken charge in e.
Positions of all 103 atoms, in Å:
1 Ti 0.486 -0.286 0.211  -2.1020
2 C -0.447 -6.168 2.868  -0.7652
3 C -1.183 -5.503 3.861  -0.7067
4 C -1.257 -4.132 3.898  -0.2486
5 C -0.556 -3.420 2.924  0.4863
6 C -0.450 -2.033 2.638  -0.8840
7 N 0.367 -1.823 1.554  1.3150
8 C 0.804 -3.060 1.146  -0.6034
9 N 1.722 -3.320 0.218  -0.2647
10 C 2.381 -2.383 -0.386  -0.1676
11 C 3.452 -2.645 -1.326  0.3573
12 C 3.967 -3.819 -1.848  -0.1293
13 C 5.014 -3.718 -2.748  -0.8011
14 C 5.534 -2.479 -3.114  -0.7159
15 C 5.015 -1.300 -2.605  -0.2346
16 C 3.965 -1.394 -1.707  0.1670
17 C 3.172 -0.398 -1.010  -0.1371
18 N 3.349 0.882 -1.119  -0.5166
19 C 2.570 1.748 -0.471  -0.4868
20 N 1.454 1.476 0.281  0.7052
21 C 0.975 2.694 0.719  -0.8457
22 N -0.078 2.919 1.498  0.0521
23 C -0.910 2.059 1.943  -0.3531
24 N -0.919 0.624 1.679  1.6075
25 C -1.271 0.090 2.987  -1.1989
26 N -1.085 -1.113 3.364  -0.3473
27 C -1.916 1.118 3.773  0.7802
28 C -2.593 1.068 4.979  -0.2803
29 C -3.167 2.244 5.450  -0.8572
30 C -3.024 3.441 4.764  -0.9564
31 C -2.288 3.508 3.584  0.0218
32 C -1.756 2.335 3.088  -0.3537
33 C 1.822 3.751 0.285  0.5914
34 C 1.821 5.131 0.495  -0.0526
35 C 2.812 5.872 -0.101  -0.8076
36 C 3.790 5.276 -0.913  -0.8085
37 C 3.816 3.917 -1.117  -0.2951
38 C 2.828 3.149 -0.501  0.2155
39 N 2.224 -1.018 -0.226  0.5137
40 C 0.212 -4.086 1.942  0.1880
41 C 0.261 -5.480 1.910  -0.1649
42 H -0.441 -7.249 2.865  0.3940
43 H -1.697 -6.089 4.609  0.4011
44 H -1.829 -3.606 4.646  0.5433
45 H 3.552 -4.773 -1.562  0.6057
46 H 5.438 -4.614 -3.179  0.4358
47 H 6.361 -2.439 -3.808  0.4153
48 H 5.405 -0.337 -2.891  0.5844
49 H -2.673 0.146 5.531  0.6235
50 H -3.728 2.226 6.374  0.4119
51 H -3.482 4.338 5.155  0.4215
52 H -2.134 4.441 3.066  0.5921
53 H 1.067 5.587 1.118  0.5794
54 H 2.850 6.942 0.052  0.4463
55 H 4.537 5.904 -1.375  0.4296
56 H 4.566 3.445 -1.731  0.5914
57 H 0.835 -5.988 1.151  0.5940
58 C 0.643 2.330 -3.779  -1.8171
59 C 0.035 2.036 -2.439  0.4816
60 N 0.037 0.858 -1.907  1.1334
61 N 0.524 -0.152 -2.713  -1.0233
62 C 0.339 -1.334 -2.200  -0.2946
63 O -0.207 -1.499 -1.040  -0.4498
64 C 0.722 -2.511 -2.992  0.9658
65 C 1.538 -2.384 -4.114  -0.4818
66 C 1.871 -3.505 -4.850  -0.8186
67 C 1.395 -4.752 -4.476  -0.4450
68 C 0.602 -4.883 -3.348  -0.9975
69 C 0.268 -3.769 -2.603  0.1401
70 C -0.607 3.158 -1.747  1.2313
71 C -0.224 4.485 -1.983  -0.6110
72 C -0.895 5.503 -1.335  -0.7082
73 C -1.939 5.184 -0.480  -0.6913
74 C -2.250 3.845 -0.314  -0.2657
75 N -1.621 2.862 -0.930  -0.1162
76 H 0.907 1.398 -4.273  0.3465
77 H 1.548 2.921 -3.639  0.2993
78 H -0.055 2.896 -4.393  0.4459
79 H 1.909 -1.408 -4.382  0.4214
80 H 2.499 -3.409 -5.724  0.4238
81 H 1.644 -5.623 -5.066  0.4347
82 H 0.240 -5.858 -3.055  0.4367
83 H -0.338 -3.864 -1.713  0.4148
84 H 0.612 4.718 -2.623  0.3536
85 H -0.604 6.531 -1.489  0.4057
86 H -2.478 5.944 0.064  0.4741
87 H -3.041 3.537 0.355  0.4065
88 C -3.949 -1.553 2.490  -0.9864
89 Si -3.755 -0.221 1.142  -0.0294
90 C -4.793 1.302 1.629  -1.0414
91 C -4.312 -0.956 -0.535  -1.3522
92 C -1.934 0.223 0.661  1.2265
93 H -4.977 -1.903 2.524  0.5913
94 H -3.699 -1.174 3.475  0.2252
95 H -3.316 -2.417 2.305  0.2597
96 H -5.800 0.992 1.886  0.4899
97 H -4.873 2.017 0.817  0.3397
98 H -4.384 1.817 2.492  0.3055
99 H -5.337 -1.309 -0.514  0.4240
100 H -3.685 -1.802 -0.809  0.3131
101 H -4.233 -0.227 -1.336  0.3727
102 H -1.955 1.007 -0.113  0.5744
103 H -1.609 -0.716 0.189  -0.7928

(3)
C50H40BN3O11S2Tc | wB97M-V/def2-TZVPD

Properties
Frontier orbital gap (spin up / spin down) (Ha): 0.1953 / 0.1486
Charge: +2
HOMO level (spin up / spin down) (eV): -12.0113 / -12.6960
Energy relative to the best compared isomer or geometry (same formula, charge and spin) (kcal/mol): 48.9
<S²>: 3.8888
DFT total energy (a.u.): -3822.45451
Multiplicity: 4

Last column: Löwdin spin population.
Positions of all 108 atoms, in Å:
1 Tc -0.222 -0.351 -0.181  0.1018
2 C -2.693 -5.741 3.216  -0.0003
3 C -2.308 -4.314 2.941  -0.0017
4 C -3.258 -3.293 2.986  0.0002
5 C -2.919 -1.978 2.720  -0.0012
6 C -1.599 -1.689 2.424  -0.0012
7 C -0.617 -2.682 2.358  -0.0012
8 C -0.986 -3.990 2.623  0.0005
9 S -1.097 -0.058 2.025  0.0068
10 O -2.222 0.860 1.776  0.0080
11 C -0.163 0.490 3.423  0.0123
12 C -0.367 -0.104 4.684  0.0013
13 C 0.410 0.302 5.725  0.0010
14 C 1.438 1.260 5.536  0.0012
15 C 2.300 1.627 6.598  0.0006
16 C 3.316 2.513 6.393  -0.0004
17 C 3.517 3.086 5.115  0.0003
18 C 2.690 2.773 4.078  0.0026
19 C 1.626 1.851 4.260  0.0109
20 C 0.781 1.456 3.186  0.0347
21 C 0.930 2.134 1.863  0.2767
22 C 0.295 3.425 1.684  0.0097
23 C -0.543 3.936 2.685  0.0632
24 C -1.170 5.153 2.515  -0.0052
25 C -0.988 5.875 1.346  0.0715
26 C -0.170 5.375 0.342  -0.0040
27 C 0.479 4.152 0.490  0.0551
28 C 1.428 3.679 -0.583  0.0616
29 C 2.007 2.337 -0.309  0.2942
30 C 1.751 1.638 0.833  0.0152
31 S 1.988 -0.145 0.699  -0.0052
32 O 2.067 -0.796 2.023  0.0039
33 C 3.595 -0.227 -0.032  -0.0009
34 C 3.762 -0.541 -1.369  -0.0004
35 C 5.045 -0.536 -1.899  -0.0001
36 C 6.144 -0.223 -1.106  0.0000
37 C 7.535 -0.222 -1.674  0.0000
38 C 5.937 0.076 0.247  0.0004
39 C 4.670 0.078 0.796  0.0000
40 H -3.668 -5.811 3.694  0.0000
41 H -1.954 -6.226 3.853  -0.0001
42 H -2.735 -6.306 2.283  -0.0001
43 H -4.283 -3.532 3.238  0.0000
44 H -3.661 -1.188 2.747  0.0000
45 H 0.424 -2.424 2.170  0.0004
46 H -0.235 -4.771 2.598  0.0001
47 H -1.145 -0.844 4.823  0.0001
48 H 0.257 -0.117 6.712  0.0001
49 H 2.147 1.182 7.574  0.0001
50 H 3.972 2.784 7.209  0.0000
51 H 4.335 3.779 4.965  0.0000
52 H 2.852 3.217 3.103  0.0009
53 H -0.700 3.370 3.592  0.0030
54 H -1.807 5.549 3.294  -0.0018
55 H -1.464 6.841 1.219  0.0039
56 H -0.350 6.931 -0.775  -0.0002
57 H 2.245 4.398 -0.691  0.0201
58 H 2.638 1.918 -1.083  0.0111
59 H 2.905 -0.784 -1.988  -0.0002
60 H 5.194 -0.779 -2.945  0.0000
61 H 7.526 -0.236 -2.762  0.0000
62 H 8.083 -1.102 -1.330  0.0000
63 H 8.091 0.655 -1.340  0.0000
64 H 6.788 0.312 0.874  0.0000
65 H 4.509 0.298 1.845  -0.0002
66 O -4.657 4.114 -4.208  -0.0021
67 N -3.517 4.490 -4.051  -0.0009
68 O -3.020 5.483 -4.532  -0.0012
69 C -2.642 3.650 -3.206  -0.0028
70 C -1.333 4.045 -2.987  0.0356
71 C -0.511 3.258 -2.209  0.0085
72 C -0.953 2.003 -1.753  0.0302
73 O -0.009 1.197 -1.267  0.0264
74 C -2.315 1.693 -1.915  -0.0019
75 C -3.162 2.514 -2.651  0.0343
76 N -2.918 0.492 -1.370  -0.0028
77 O -4.086 0.296 -1.529  -0.0102
78 O -2.232 -0.352 -0.736  -0.0005
79 N 0.810 3.717 -1.953  0.3381
80 O 0.047 6.053 -0.815  -0.0071
81 O 1.369 4.441 -2.832  0.5391
82 H -0.954 4.971 -3.395  0.0019
83 H -4.200 2.256 -2.801  0.0017
84 C -0.414 -3.671 -7.786  0.0169
85 C -1.661 -4.103 -6.981  0.0280
86 C -1.996 -5.555 -7.332  0.0010
87 C -2.856 -3.205 -7.371  0.0200
88 C -1.378 -3.898 -5.516  0.2171
89 C -1.491 -4.993 -4.567  0.1481
90 C -1.219 -4.868 -3.234  0.0270
91 C -0.825 -3.598 -2.818  0.2143
92 O -0.504 -3.189 -1.607  0.1076
93 B -0.208 -1.791 -1.703  0.0229
94 O -0.341 -1.399 -3.058  0.0392
95 C -0.725 -2.493 -3.739  0.1213
96 C -0.995 -2.621 -5.064  -0.0048
97 H -0.593 -3.877 -8.841  0.0026
98 H 0.471 -4.229 -7.475  0.0000
99 H -0.205 -2.606 -7.684  0.0000
100 H -2.148 -5.632 -8.408  -0.0002
101 H -2.916 -5.891 -6.849  0.0001
102 H -1.186 -6.239 -7.068  0.0002
103 H -3.071 -3.356 -8.429  0.0032
104 H -2.642 -2.146 -7.216  0.0000
105 H -3.749 -3.465 -6.799  0.0000
106 H -1.807 -5.960 -4.931  0.0051
107 H -1.304 -5.696 -2.545  -0.0023
108 H -0.915 -1.773 -5.730  -0.0026

(4)
C50H40BrClF4N2P3PbS2 | wB97M-V/def2-TZVPD

Properties
Frontier orbital gap (Ha): 0.2906
Charge: +1
HOMO level (eV): -10.0316
Energy relative to the best compared isomer or geometry (same formula, charge and spin) (kcal/mol): 23.0
DFT total energy (a.u.): -7485.58067

Last column: Mulliken charge in e.
Positions of all 104 atoms, in Å:
1 Pb 0.242 0.012 0.118  1.9341
2 S -0.298 -2.632 0.276  -0.6409
3 P 1.690 -2.959 0.185  0.2986
4 C 2.272 -1.432 -0.552  -2.0555
5 P 1.872 -1.391 -2.328  1.6500
6 S 0.399 -0.079 -2.629  -0.6212
7 C 1.443 -2.925 -3.193  1.3862
8 C 2.417 -3.680 -3.838  -0.3458
9 C 2.046 -4.798 -4.559  -0.8105
10 C 0.714 -5.178 -4.613  -0.7106
11 C -0.257 -4.425 -3.973  -0.8950
12 C 0.101 -3.286 -3.276  -0.8699
13 C 3.334 1.707 -3.481  1.4067
14 C 4.774 1.461 -3.026  -0.5706
15 C 5.713 0.942 -4.008  -1.1705
16 C 5.305 0.535 -5.223  -0.3479
17 C 3.965 0.786 -5.670  -0.7193
18 C 3.053 1.391 -4.885  -0.7743
19 C 2.012 -4.563 -0.621  1.0262
20 C 0.968 -5.371 -1.050  -0.1744
21 C 1.250 -6.564 -1.690  -0.6582
22 C 2.566 -6.942 -1.899  -0.7521
23 C 3.607 -6.141 -1.457  -0.8317
24 C 3.333 -4.955 -0.804  -0.4461
25 C 2.316 -3.214 1.878  0.9439
26 C 1.408 -3.733 2.796  -0.8599
27 C 1.814 -4.027 4.084  -0.7672
28 C 3.116 -3.761 4.476  -0.7531
29 C 4.028 -3.267 3.560  -0.8411
30 C 3.640 -3.018 2.255  0.3928
31 H 3.457 -3.391 -3.777  0.2474
32 H 2.799 -5.372 -5.078  0.4695
33 H 0.435 -6.062 -5.165  0.4292
34 H -1.292 -4.728 -4.016  0.4502
35 H -0.652 -2.669 -2.805  0.4295
36 H 5.183 2.126 -2.275  0.5851
37 H 6.753 0.905 -3.725  0.4141
38 H 6.004 0.104 -5.923  0.4947
39 H 3.718 0.545 -6.694  0.4539
40 H 2.100 1.712 -5.281  0.4301
41 H -0.051 -5.060 -0.868  0.4732
42 H 0.441 -7.196 -2.025  0.5013
43 H 2.776 -7.874 -2.398  0.4226
44 H 4.629 -6.444 -1.620  0.4631
45 H 4.138 -4.340 -0.427  0.3288
46 H 0.387 -3.903 2.482  0.4833
47 H 1.119 -4.474 4.779  0.6024
48 H 3.427 -3.957 5.491  0.4375
49 H 5.049 -3.086 3.859  0.4902
50 H 4.369 -2.678 1.539  0.2888
51 F -5.451 5.095 2.880  -0.2697
52 C -4.739 4.001 2.650  0.5224
53 C -4.914 2.867 3.440  0.2276
54 F -5.797 2.870 4.434  -0.2802
55 C -4.147 1.734 3.191  0.2454
56 F -4.316 0.673 3.980  -0.3773
57 C -3.199 1.688 2.171  -0.2201
58 P -2.154 0.186 1.885  -0.2657
59 C -3.419 -1.082 1.548  0.7104
60 C -4.085 -1.811 2.527  0.0553
61 C -5.026 -2.752 2.150  -0.8503
62 C -5.298 -2.976 0.810  -0.6053
63 C -4.623 -2.260 -0.166  -0.7126
64 C -3.683 -1.315 0.199  -0.5560
65 C -1.577 -0.109 3.588  0.9202
66 C -1.288 0.949 4.448  -0.6395
67 C -0.737 0.699 5.692  -0.9185
68 C -0.452 -0.600 6.080  -0.8001
69 C -0.706 -1.652 5.214  -0.5913
70 C -1.252 -1.411 3.965  -0.5874
71 C -3.045 2.830 1.389  0.2174
72 Br -1.779 2.895 -0.017  -0.1254
73 C -3.800 3.973 1.623  0.3043
74 F -3.614 5.053 0.871  -0.3186
75 H -3.876 -1.650 3.573  0.4121
76 H -5.545 -3.314 2.910  0.4504
77 H -6.031 -3.716 0.527  0.4239
78 H -4.823 -2.444 -1.209  0.4733
79 H -3.140 -0.760 -0.555  0.4232
80 H -1.504 1.966 4.150  0.5403
81 H -0.534 1.521 6.359  0.4721
82 H -0.024 -0.790 7.052  0.4462
83 H -0.480 -2.663 5.510  0.3975
84 H -1.442 -2.223 3.276  0.4644
85 N 1.931 1.286 2.895  -0.6979
86 N 1.469 -0.007 2.491  0.0395
87 H 2.095 1.333 3.900  0.2890
88 H 1.227 1.977 2.653  0.1673
89 H 0.794 -0.420 3.139  0.0945
90 H 2.278 -0.624 2.450  0.1107
91 Cl 2.462 3.146 -2.957  -0.2224
92 C 3.630 0.587 -2.500  1.3888
93 C 3.507 -0.842 -3.024  -1.1273
94 C 4.617 -1.636 -2.426  -1.5811
95 C 4.721 -1.561 -1.106  -1.5814
96 C 3.664 -0.786 -0.400  1.2392
97 C 3.434 0.590 -1.028  -1.0288
98 C 3.030 1.599 -0.254  -2.0826
99 H 3.473 -0.883 -4.113  1.4926
100 H 5.317 -2.160 -3.054  0.6455
101 H 5.506 -2.042 -0.546  0.6620
102 H 3.894 -0.648 0.657  1.3674
103 H 2.799 2.572 -0.649  0.2906
104 H 2.984 1.493 0.818  0.6285